1.
Here is an isolated ion of composition C4H12N5 and charge +1 at a distorted geometry from the OMol25 dataset. Energies are from the ωB97M-V functional and the def2-TZVPD basis.

Bonds (Å) are listed after each position.
Atoms and positions in Å:
1 N -0.900 -1.988 0.084  C2 1.385, H10 0.995, H11 0.997
2 C -0.639 -0.712 0.551  N1 1.385, C3 1.421, H12 1.057
3 C -1.244 0.504 0.135  C2 1.421, N4 1.389, N5 1.354
4 N -2.366 0.426 -0.679  C3 1.389, H13 1.048, H14 0.969
5 N -0.572 1.617 0.513  C3 1.354, C6 1.492, H15 0.992
6 C 0.910 1.766 0.430  N5 1.492, N7 1.424, H16 1.165, H17 1.009
7 N 1.308 0.948 -0.666  C6 1.424, C8 1.374, H18 1.007
8 C 1.333 -0.424 -0.601  N7 1.374, N9 1.355, H19 1.091
9 N 2.384 -1.002 0.030  C8 1.355, H20 1.000, H21 0.974
10 H -1.207 -2.757 0.636  N1 0.995
11 H -1.472 -2.173 -0.713  N1 0.997
12 H -0.083 -0.843 1.441  C2 1.057
13 H -2.793 -0.530 -0.716  N4 1.048
14 H -2.606 1.083 -1.350  N4 0.969
15 H -1.228 2.361 0.519  N5 0.992
16 H 1.228 1.385 1.484  C6 1.165
17 H 1.076 2.759 0.356  C6 1.009
18 H 0.863 1.345 -1.477  N7 1.007
19 H 1.109 -0.798 -1.602  C8 1.091
20 H 2.418 -1.023 1.029  N9 1.000
21 H 2.788 -1.789 -0.377  N9 0.974

Calculated values
**E**: -11784.58574 eV
**Spin multiplicity**: 1
**Total charge**: +1
**Orbital gap (spin up / spin down)**: 7.61 / 7.61 eV
**LUMO level (spin up / spin down)**: -3.666 / -3.666 eV
**SMILES**: N/C=C(\N)NCNC=[NH2+]

2.
Here is an isolated ion of composition C4H12N6 and charge +2 at a distorted geometry from the OMol25 dataset. Energies are from the ωB97M-V functional and the def2-TZVPD basis.

Bonds (Å) are listed after each position.
Atoms and positions in Å:
1 H 0.192 1.766 -2.520  N2 1.024
2 N -0.229 1.769 -1.587  H1 1.024, C3 1.232
3 C -0.239 0.900 -0.713  N2 1.232, C4 1.474, N10 1.717
4 C -0.781 1.053 0.649  C3 1.474, N5 1.516, C6 1.575, H12 1.019
5 N -0.865 2.538 0.944  C4 1.516, H13 1.096, H14 1.087, H15 1.065
6 C -0.144 0.267 1.856  C4 1.575, N7 1.446, H16 1.005, H17 1.159
7 N 0.254 -1.059 1.439  C6 1.446, C8 1.251
8 C 0.434 -1.458 0.267  N7 1.251, N9 1.439, N10 1.396
9 N 1.037 -2.719 -0.073  C8 1.439, H18 1.044, H19 1.028, H20 1.044
10 N 0.172 -0.756 -0.911  C3 1.717, C8 1.396, N11 1.367
11 N 0.483 -1.268 -2.139  N10 1.367, H21 0.961, H22 1.000
12 H -1.755 0.753 0.615  C4 1.019
13 H 0.100 3.057 0.947  N5 1.096
14 H -1.272 2.541 1.952  N5 1.087
15 H -1.569 3.039 0.322  N5 1.065
16 H 0.648 0.745 2.247  C6 1.005
17 H -0.885 0.122 2.735  C6 1.159
18 H 1.793 -3.084 0.547  N9 1.044
19 H 0.493 -3.563 -0.293  N9 1.028
20 H 1.443 -2.610 -1.029  N9 1.044
21 H -0.333 -1.442 -2.616  N11 0.961
22 H 1.024 -0.591 -2.637  N11 1.000

Calculated values
**E**: -13263.93839 eV
**Spin multiplicity**: 1
**Total charge**: +2
**Orbital gap**: 10.16 eV
**LUMO level**: -6.973 eV
**SMILES**: [H]/N=C1/[C@H]([NH3+])CN=C([NH3+])N1N

3.
Here is a 2-piece molecular cluster, C4H12N8 overall at a distorted geometry from the OMol25 dataset. Energies are from the ωB97M-V functional and the def2-TZVPD basis.

Bonds (Å) are listed after each position.
Atoms and positions in Å:
1 H 2.754 -1.733 -3.575  N2 1.018
2 N 2.575 -0.910 -3.003  H1 1.018, C3 1.271
3 C 1.335 -0.638 -3.059  N2 1.271, C4 1.544, N6 1.404
4 C 0.395 -1.257 -4.116  C3 1.544, N5 1.471, H8 1.116, H9 1.115
5 N 1.077 -2.366 -4.800  C4 1.471, H10 1.015, H11 1.022
6 N 0.771 0.374 -2.264  C3 1.404, C7 1.467, H12 1.005
7 C 1.481 0.705 -1.024  N6 1.467, H13 1.085, H14 1.108, H15 1.103
8 H 0.153 -0.420 -4.813  C4 1.116
9 H -0.562 -1.542 -3.621  C4 1.115
10 H 0.408 -2.971 -5.268  N5 1.015
11 H 1.713 -1.975 -5.499  N5 1.022
12 H -0.214 0.216 -2.143  N6 1.005
13 H 2.514 0.936 -1.262  C7 1.085
14 H 0.995 1.588 -0.564  C7 1.108
15 H 1.470 -0.127 -0.299  C7 1.103
16 N -0.006 -0.572 2.773  N17 1.404, H22 1.013, H23 1.011
17 N -0.924 0.409 3.180  N16 1.404, C18 1.322, N21 1.340
18 C -1.375 0.585 4.411  N17 1.322, N19 1.319, H24 1.081
19 N -2.323 1.502 4.385  C18 1.319, N20 1.363
20 N -2.424 1.866 3.075  N19 1.363, N21 1.283
21 N -1.596 1.213 2.345  N17 1.340, N20 1.283
22 H 0.921 -0.173 2.847  N16 1.013
23 H -0.193 -0.815 1.810  N16 1.011
24 H -1.008 0.039 5.268  C18 1.081

Calculated values
**E**: -16260.86577 eV
**Spin multiplicity**: 1
**Orbital gap**: 9.60 eV
**LUMO level**: 0.533 eV
**SMILES**: [H]/N=C(\CN)NC.Nn1cnnn1

4.
Here is a 3-piece molecular cluster, C4H12NO overall at a distorted geometry from the OMol25 dataset. Energies are from the ωB97M-V functional and the def2-TZVPD basis.

Bonds (Å) are listed after each position.
Atoms and positions in Å:
1 C 1.894 -2.782 -0.473  C2 1.512, H6 1.057, H7 1.045, H9 1.032
2 C 1.036 -2.085 0.559  C1 1.512, C3 1.420, H8 1.123
3 C -0.078 -1.407 -0.002  C2 1.420, C4 1.384, H10 1.120
4 C -1.275 -0.851 0.414  C3 1.384, H11 1.118, H12 1.095
5 N -0.535 3.862 -1.285  H13 1.026, H14 0.996, H15 1.034
6 H 1.706 -3.810 -0.317  C1 1.057
7 H 1.694 -2.377 -1.415  C1 1.045
8 H 1.171 -2.298 1.653  C2 1.123
9 H 2.921 -2.681 -0.468  C1 1.032
10 H 0.105 -1.278 -1.099  C3 1.120
11 H -2.124 -0.680 -0.292  C4 1.118
12 H -1.449 -1.087 1.469  C4 1.095
13 H -0.339 3.480 -0.353  N5 1.026
14 H -0.129 4.745 -1.500  N5 0.996
15 H -1.545 4.080 -1.318  N5 1.034
16 H -0.938 0.947 1.169  O18 0.996
17 H -1.221 2.282 2.070  O18 0.999
18 O -0.894 1.942 1.189  H16 0.996, H17 0.999

Calculated values
**E**: -7877.41893 eV
**Spin multiplicity**: 2
**Orbital gap (spin up / spin down)**: 8.94 / 8.72 eV
**LUMO level (spin up / spin down)**: 0.948 / -0.637 eV

5.
Here is a 2-piece molecular cluster, C4H12NO overall at a distorted geometry from the OMol25 dataset. Energies are from the ωB97M-V functional and the def2-TZVPD basis.

Bonds (Å) are listed after each position.
Atoms and positions in Å:
1 C 1.385 -1.854 -0.829  C2 1.562, H6 1.161, H7 1.113, H8 1.146
2 C 1.396 -0.543 0.020  C1 1.562, C3 1.539, H9 1.086, H10 1.116
3 C 0.052 0.208 0.008  C2 1.539, N5 1.470, H11 1.123, H12 1.093
4 C -0.006 2.543 0.904  N5 1.287, H13 1.121, H14 1.123
5 N 0.150 1.674 -0.032  C3 1.470, C4 1.287, H15 1.020
6 H 2.496 -2.162 -0.973  C1 1.161
7 H 0.973 -1.753 -1.857  C1 1.113
8 H 0.870 -2.729 -0.297  C1 1.146
9 H 2.092 0.224 -0.309  C2 1.086
10 H 1.730 -0.768 1.060  C2 1.116
11 H -0.698 0.031 0.824  C3 1.123
12 H -0.661 -0.124 -0.751  C3 1.093
13 H -0.350 2.201 1.915  C4 1.121
14 H -0.163 3.654 0.890  C4 1.123
15 H 0.617 2.098 -0.833  N5 1.020
16 H -3.389 -0.527 0.817  O18 1.027
17 H -3.594 -1.322 -0.530  O18 0.979
18 O -2.899 -0.850 -0.027  H16 1.027, H17 0.979

Calculated values
**E**: -7872.01731 eV
**Spin multiplicity**: 1
**Total charge**: +1
**Orbital gap**: 9.79 eV
**LUMO level**: -5.220 eV

6.
Here is a 2-piece molecular cluster, C4H12NO overall at a distorted geometry from the OMol25 dataset. Energies are from the ωB97M-V functional and the def2-TZVPD basis.

Bonds (Å) are listed after each position.
Atoms and positions in Å:
1 C 1.946 -1.528 -0.092  N2 1.535, C5 1.511, H6 1.089, H7 1.084
2 N 2.288 -0.187 -0.756  C1 1.535, C3 1.479, H8 1.019, H9 1.020
3 C 1.113 0.099 -1.609  N2 1.479, C4 1.560, H10 1.093, H11 1.090
4 C -0.073 -0.479 -0.776  C3 1.560, C5 1.611, H12 1.086, H13 1.083
5 C 0.616 -1.150 0.516  C1 1.511, C4 1.611, H14 1.084, H15 1.096
6 H 2.773 -1.768 0.575  C1 1.089
7 H 1.920 -2.275 -0.877  C1 1.084
8 H 2.407 0.459 0.022  N2 1.019
9 H 3.167 -0.199 -1.275  N2 1.020
10 H 1.041 1.169 -1.815  C3 1.093
11 H 1.201 -0.314 -2.614  C3 1.090
12 H -0.455 -1.376 -1.256  C4 1.086
13 H -0.910 0.144 -0.486  C4 1.083
14 H 0.626 -0.515 1.395  C5 1.084
15 H 0.205 -2.144 0.723  C5 1.096
16 H -5.753 3.003 2.276  O18 0.964
17 H -4.894 1.904 2.772  O18 0.964
18 O -4.847 2.681 2.203  H16 0.964, H17 0.964

Calculated values
**E**: -7873.25944 eV
**Spin multiplicity**: 1
**Total charge**: +1
**Orbital gap**: 10.06 eV
**LUMO level**: -3.392 eV

7.
Here is a 3-piece molecular cluster, C4H12NO overall at a distorted geometry from the OMol25 dataset. Energies are from the ωB97M-V functional and the def2-TZVPD basis.

Bonds (Å) are listed after each position.
Atoms and positions in Å:
1 C 1.466 1.245 1.358  C2 1.475, H7 1.080, H8 1.099, H9 1.114
2 C 0.693 0.639 0.259  C1 1.475, C3 1.370, H10 1.110
3 C 0.993 -0.354 -0.636  C2 1.370, C4 1.497, H11 1.098
4 C 2.156 -1.293 -0.556  C3 1.497, H12 1.105, H13 1.081, H14 1.101
5 O -1.572 -0.901 -1.000  H16 0.975
6 N -2.855 0.748 0.519  H15 1.016, H17 1.010, H18 1.008
7 H 0.818 1.814 2.008  C1 1.080
8 H 2.179 0.584 1.869  C1 1.099
9 H 2.052 2.080 0.909  C1 1.114
10 H -0.415 0.699 0.238  C2 1.110
11 H 0.110 -0.616 -1.234  C3 1.098
12 H 3.063 -0.671 -0.448  C4 1.105
13 H 2.035 -2.114 0.137  C4 1.081
14 H 2.315 -1.736 -1.552  C4 1.101
15 H -2.318 -0.055 0.206  N6 1.016
16 H -2.240 -1.495 -1.391  O5 0.975
17 H -3.591 0.540 1.178  N6 1.010
18 H -3.021 1.578 -0.028  N6 1.008

Calculated values
**E**: -7866.15697 eV
**Spin multiplicity**: 1
**Total charge**: +1
**Orbital gap**: 4.66 eV
**LUMO level**: -9.155 eV

8.
Here is a 2-piece molecular cluster, C4H12NO overall at a distorted geometry from the OMol25 dataset. Energies are from the ωB97M-V functional and the def2-TZVPD basis.

Bonds (Å) are listed after each position.
Atoms and positions in Å:
1 C 1.327 2.151 0.930  N2 1.477, H3 1.070, H4 1.130, H5 1.105
2 N 0.354 1.058 0.737  C1 1.477, H6 0.984, H7 1.018, H8 1.040
3 H 0.811 3.046 1.209  C1 1.070
4 H 2.071 1.856 1.728  C1 1.130
5 H 1.857 2.300 -0.029  C1 1.105
6 H -0.282 1.248 0.011  N2 0.984
7 H -0.212 0.843 1.556  N2 1.018
8 H 0.792 0.159 0.449  N2 1.040
9 C 0.762 -1.744 -0.514  C10 1.360, H13 1.090, H14 1.081
10 C -0.387 -1.111 -0.872  C9 1.360, O11 1.391, C12 1.508
11 O -0.379 -0.085 -1.812  C10 1.391, H15 0.965
12 C -1.718 -1.363 -0.209  C10 1.508, H16 1.098, H17 1.093, H18 1.093
13 H 0.769 -2.405 0.352  C9 1.090
14 H 1.652 -1.636 -1.118  C9 1.081
15 H -1.228 -0.048 -2.269  O11 0.965
16 H -1.578 -2.007 0.669  C12 1.098
17 H -2.199 -0.427 0.090  C12 1.093
18 H -2.412 -1.835 -0.909  C12 1.093

Calculated values
**E**: -7872.99756 eV
**Spin multiplicity**: 1
**Total charge**: +1
**Orbital gap**: 10.06 eV
**LUMO level**: -3.445 eV